71
Properties=species:S:1:pos:R:3 method="wB97M-V/def2-TZVPD" relative_energy_kcal_mol=0.0 e_homo_ev=-7.109 max_force_ha_per_bohr=0.0819 e_tot_ev=-137794.759 gap_ev=9.133 charge=-1
K -0.317 1.496 -2.494
N -4.891 0.917 -1.201
S -3.661 0.461 -0.325
O -3.836 0.469 1.087
O -2.392 0.865 -0.834
F -3.737 -1.103 -0.647
S -5.322 2.331 -0.552
O -4.271 3.283 -0.366
O -6.307 2.241 0.466
F -6.083 2.868 -1.832
N -1.324 -0.112 -4.668
S -1.208 -1.739 -4.322
O -0.152 -2.025 -3.414
O -1.604 -2.675 -5.315
F -2.487 -1.723 -3.355
S -0.238 -0.047 -5.821
O -0.580 -0.417 -7.150
O 1.118 -0.284 -5.416
F -0.231 1.588 -5.850
C 3.626 -1.971 2.495
C 2.531 -2.472 1.585
O 2.092 -1.357 0.785
P 1.643 -1.538 -0.719
O 1.273 -0.261 -1.318
O 2.864 -2.278 -1.378
C 3.027 -2.275 -2.802
C 4.469 -2.638 -3.110
O 0.558 -2.665 -0.688
C -0.807 -2.318 -0.321
C -1.452 -3.519 0.321
H 4.394 -1.470 1.915
H 3.188 -1.334 3.263
H 4.037 -2.836 3.024
H 2.864 -3.266 0.914
H 1.675 -2.864 2.140
H 2.380 -3.018 -3.265
H 2.826 -1.305 -3.253
H 4.867 -3.477 -2.543
H 4.525 -2.853 -4.179
H 5.116 -1.778 -2.921
H -0.747 -1.489 0.384
H -1.349 -2.010 -1.208
H -1.042 -3.756 1.304
H -2.508 -3.266 0.450
H -1.440 -4.406 -0.313
C -1.605 -0.616 3.145
C -0.352 0.154 2.813
O -0.438 0.729 1.485
P 0.217 2.121 1.215
O 0.247 2.573 -0.174
O -0.514 3.111 2.208
C -1.707 3.785 1.756
C -2.842 3.563 2.735
O 1.627 1.934 1.905
C 2.614 2.950 1.747
C 3.500 3.012 2.970
H -1.518 -0.951 4.184
H -2.483 0.025 3.114
H -1.786 -1.477 2.506
H -0.249 0.959 3.540
H 0.510 -0.514 2.785
H -1.517 4.837 1.537
H -2.031 3.371 0.796
H -2.978 2.503 2.926
H -2.616 4.059 3.687
H -3.725 4.082 2.364
H 3.180 2.865 0.818
H 2.093 3.911 1.629
H 4.322 3.717 2.822
H 2.971 3.289 3.877
H 3.993 2.039 3.055


23
Properties=species:S:1:pos:R:3 method="wB97M-V/def2-TZVPD" multiplicity=2 relative_energy_kcal_mol=0.0 e_homo_ev="-2.439 / -2.478" max_force_ha_per_bohr=0.0107 e_tot_ev=-101656.855 gap_ev="6.849 / 6.985" charge=-2
V 0.404 -0.336 -0.079
S -1.002 -1.916 0.444
Sb 1.122 -3.362 0.048
S 0.816 0.060 -2.188
S 2.317 -1.212 0.638
S 1.257 -4.632 1.921
C 0.650 1.450 1.013
C 0.118 2.730 0.535
C -1.209 3.125 0.757
C -1.698 4.322 0.277
C -0.860 5.182 -0.436
C 0.463 4.801 -0.684
C 0.934 3.598 -0.210
C -1.331 6.442 -0.905
N -1.698 7.476 -1.259
H 0.187 1.146 1.961
H 1.730 1.516 1.162
H -1.881 2.452 1.275
H -2.739 4.579 0.425
H 1.108 5.459 -1.253
H 1.953 3.296 -0.424
I -1.518 0.915 -1.984
I -4.457 2.136 -1.388